1.
This record from the OMol25 dataset describes one molecule with the formula C28H29N3O6. The level of theory is ωB97M-V/def2-TZVPD.

Cartesian coordinates (Å):
C  -5.1066  -1.5359  2.1510
O  -4.6675  -2.4922  1.2172
C  -3.3563  -2.4893  0.8519
C  -2.3854  -1.6477  1.3774
C  -1.0864  -1.7158  0.9001
C  -0.7233  -2.6091  -0.0955
C  0.6349  -2.5429  -0.7354
C  0.5558  -1.6419  -1.9861
N  -0.0389  -0.3633  -1.6721
C  -1.3858  -0.2128  -1.6200
O  -2.2177  -0.8950  -2.1553
N  -1.6487  0.9530  -0.8547
C  -2.9571  1.3227  -0.4605
C  -3.1814  1.8117  0.8235
C  -4.4611  2.1204  1.2278
C  -5.5454  1.9365  0.3662
O  -6.7674  2.2465  0.8771
C  -7.9016  2.0671  0.0626
C  -5.3124  1.4570  -0.9180
C  -4.0248  1.1593  -1.3293
C  -0.4961  1.5348  -0.4237
O  -0.3654  2.5489  0.2171
C  0.6478  0.6630  -0.9412
C  1.6185  1.4829  -1.8120
C  3.0092  0.8585  -1.7665
O  3.3981  0.0751  -2.6048
N  3.7049  1.2400  -0.6655
C  4.9867  0.8478  -0.2491
C  5.4851  1.3989  0.9252
C  6.7392  1.0568  1.3981
C  7.5214  0.1476  0.6943
O  8.7666  -0.2623  1.0617
C  9.3292  0.2653  2.2379
C  7.0178  -0.4051  -0.4845
C  5.7689  -0.0640  -0.9544
C  -1.6962  -3.4741  -0.5871
C  -2.9893  -3.4218  -0.1203
H  -4.6221  -1.6718  3.1238
H  -4.9311  -0.5152  1.7956
H  -6.1775  -1.7010  2.2601
H  -2.6263  -0.9242  2.1404
H  -0.3467  -1.0480  1.3229
H  1.3708  -2.1400  -0.0361
H  0.9678  -3.5326  -1.0484
H  -0.0916  -2.1098  -2.7302
H  1.5461  -1.4742  -2.4131
H  -2.3538  1.9551  1.4988
H  -4.6523  2.5004  2.2190
H  -8.7522  2.3619  0.6749
H  -8.0172  1.0213  -0.2391
H  -7.8608  2.7013  -0.8285
H  -6.1233  1.3089  -1.6126
H  -3.8579  0.7777  -2.3223
H  1.1920  0.2518  -0.0792
H  1.2608  1.4787  -2.8420
H  1.6398  2.5096  -1.4417
H  3.2598  1.9118  -0.0540
H  4.8874  2.1079  1.4817
H  7.0906  1.5071  2.3127
H  8.7313  0.0115  3.1195
H  9.4443  1.3524  2.1769
H  10.3118  -0.1951  2.3266
H  7.6330  -1.1083  -1.0223
H  5.3944  -0.4958  -1.8667
H  -1.4365  -4.1828  -1.3593
H  -3.7497  -4.0789  -0.5106

ΔE to the lowest compared entry with this formula, charge and spin: 5.8 kcal per mole
orbital gap: 8.72 eV
SMILES: COc1ccc(CCN2C(=O)N(c3ccc(OC)cc3)C(=O)[C@@H]2CC(=O)Nc2ccc(OC)cc2)cc1


2.
This record from the OMol25 dataset describes C28H29N6OReSSe2 as an isolated structure. The level of theory is ωB97M-V/def2-TZVPD.

Cartesian coordinates (Å):
Re  0.3101  -0.6461  0.1186
O  2.0346  -2.8894  3.0049
C  1.4859  -2.0251  2.3947
N  0.9295  -2.1992  1.0967
C  0.3044  -3.4865  0.7871
C  -1.1658  -3.1696  0.6480
C  -2.1788  -4.0914  0.7938
C  -3.4971  -3.6672  0.6978
C  -3.7699  -2.3235  0.4597
C  -2.7186  -1.4531  0.3076
N  -1.4313  -1.8632  0.3925
C  1.2447  -0.6435  2.9093
C  1.6786  -0.2493  4.1478
C  1.2761  0.9961  4.6230
C  0.4383  1.7749  3.8405
C  0.0555  1.3111  2.5965
N  0.4608  0.1260  2.1185
H  0.6951  -3.9046  -0.1439
H  0.4893  -4.2125  1.5760
H  -1.9369  -5.1250  1.0062
H  -4.3069  -4.3742  0.8329
H  -4.7857  -1.9562  0.3989
H  -2.8768  -0.3989  0.1299
H  2.3011  -0.9238  4.7229
H  1.5989  1.3427  5.5971
H  0.0848  2.7404  4.1780
H  -0.5805  1.8904  1.9526
C  -0.4834  5.2976  -1.1248
Se  -0.2628  4.1178  0.4060
C  -2.0547  3.3666  0.4114
C  -2.3499  2.4539  -0.7555
Se  -0.8872  1.2362  -1.2785
C  -1.9533  0.3348  -2.6417
H  -1.2887  5.9991  -0.9302
H  -0.6617  4.7378  -2.0387
H  0.4517  5.8434  -1.2178
H  -2.7661  4.1917  0.3891
H  -2.1912  2.8637  1.3661
H  -2.4836  3.0212  -1.6747
H  -3.2344  1.8360  -0.6039
H  -2.6741  -0.3514  -2.2043
H  -1.2795  -0.1853  -3.3153
H  -2.4725  1.1095  -3.2009
N  4.1066  -0.2557  -1.5390
C  5.0129  0.4764  -0.7005
C  6.3716  0.3304  -0.8983
C  7.2540  1.0146  -0.0749
C  6.7656  1.8242  0.9358
C  5.3921  1.9543  1.1339
C  4.5182  1.2823  0.3028
S  2.7818  1.5830  0.4774
N  2.1408  0.2018  -0.3665
C  2.8270  -0.4169  -1.3251
C  2.0577  -1.3598  -2.1878
C  2.5397  -1.9508  -3.3306
C  1.7103  -2.8035  -4.0554
C  0.4229  -3.0270  -3.6064
C  -0.0027  -2.3846  -2.4566
N  0.7946  -1.5608  -1.7614
H  4.5410  -0.8059  -2.2655
H  6.7477  -0.3154  -1.6861
H  8.3193  0.9107  -0.2268
H  7.4502  2.3630  1.5772
H  5.0122  2.5958  1.9211
H  3.5412  -1.7593  -3.6915
H  2.0727  -3.2775  -4.9592
H  -0.2561  -3.6820  -4.1369
H  -1.0056  -2.5229  -2.0756

ΔE to the lowest compared entry with this formula, charge and spin: 14.9 kcal per mole
2S+1: 2
⟨S²⟩: 0.769
charge: +3
orbital gap (alpha / beta): 4.94 / 5.28 eV


3.
This record from the OMol25 dataset describes C28H29N6PtS as an isolated structure. The level of theory is ωB97M-V/def2-TZVPD.

Cartesian coordinates (Å):
Pt  -0.0453  0.2108  -0.4636
C  -0.6615  -0.3762  -3.3196
C  0.4440  0.6980  -3.4091
C  1.7317  0.2184  -2.7830
C  2.9334  0.1851  -3.4641
C  4.0681  -0.2983  -2.8296
C  3.9626  -0.7630  -1.5315
C  2.7316  -0.7031  -0.9044
N  1.6435  -0.2147  -1.5087
N  -1.4002  -0.3333  -2.0326
C  -2.3512  0.8089  -1.9721
C  -2.7009  1.1066  -0.5278
C  -3.8118  1.8265  -0.1396
C  -4.0291  2.0392  1.2157
C  -3.1400  1.5106  2.1373
C  -2.0368  0.8167  1.6792
N  -1.8203  0.6314  0.3726
C  -2.1761  -1.5908  -1.9142
C  -1.3671  -2.8185  -1.5712
C  -1.7144  -4.0560  -2.1044
C  -1.0141  -5.1736  -1.6804
C  0.0009  -5.0178  -0.7490
C  0.2806  -3.7406  -0.2898
N  -0.3826  -2.6634  -0.7000
H  -1.3629  -0.2949  -4.1573
H  -0.2068  -1.3672  -3.3589
H  0.6012  0.9859  -4.4470
H  0.1424  1.5994  -2.8661
H  2.9744  0.5409  -4.4841
H  5.0185  -0.3112  -3.3452
H  4.8183  -1.1321  -0.9862
H  2.6006  -1.0191  0.1168
H  -1.8879  1.6957  -2.4042
H  -3.2407  0.5762  -2.5677
H  -4.4978  2.2062  -0.8841
H  -4.8900  2.6044  1.5458
H  -3.2806  1.6439  3.1998
H  -1.2958  0.4085  2.3514
H  -2.9451  -1.4386  -1.1526
H  -2.6886  -1.7592  -2.8700
H  -2.5173  -4.1423  -2.8246
H  -1.2598  -6.1522  -2.0699
H  0.5668  -5.8652  -0.3888
H  1.0705  -3.5726  0.4345
S  1.9201  2.3376  0.2034
C  3.3962  1.8574  0.9059
N  4.3949  1.5331  1.4034
C  1.7918  -0.8796  2.5060
C  1.2445  0.3754  3.1296
C  1.1357  0.4483  4.5173
C  0.6391  1.5770  5.1339
C  0.2124  2.6412  4.3580
C  0.2842  2.5965  2.9702
C  -0.2163  3.7797  2.1715
C  0.8258  1.4554  2.3466
N  0.8786  1.3607  0.9155
H  1.7343  -1.7097  3.2087
H  2.8438  -0.7360  2.2370
H  1.2369  -1.1552  1.6018
H  1.4575  -0.3946  5.1170
H  0.5745  1.6258  6.2126
H  -0.1935  3.5251  4.8351
H  -0.7752  4.4632  2.8076
H  -0.8564  3.4554  1.3422
H  0.6069  4.3339  1.7251

ΔE to the lowest compared entry with this formula, charge and spin: 19.1 kcal per mole
charge: +1
orbital gap: 7.12 eV


4.
This record from the OMol25 dataset describes C28H29N7OPtS2Se as an isolated structure. The level of theory is ωB97M-V/def2-TZVPD.

Cartesian coordinates (Å):
Pt  -0.3432  -0.2775  0.2615
S  -0.6549  2.0845  1.1006
C  0.5702  2.3432  2.2468
N  1.1102  1.3110  2.9301
C  2.0627  1.4697  3.8650
C  2.5101  2.7193  4.1949
C  1.9702  3.8280  3.5225
C  1.0154  3.6432  2.5561
H  0.8270  0.3681  2.6519
H  2.4440  0.5725  4.3257
H  3.2654  2.8495  4.9499
H  2.3143  4.8227  3.7606
H  0.5922  4.4742  2.0161
C  4.8260  -1.9805  -2.5762
N  4.3263  -1.0637  -1.5869
N  3.0636  -1.1307  -1.0463
C  2.9923  -0.2556  0.0278
O  1.9620  -0.0429  0.7060
C  4.2846  0.2926  0.1657
C  5.0776  -0.2438  -0.8226
C  6.5182  -0.0200  -1.0765
C  1.9079  -1.6083  -1.6887
C  1.6905  -1.4040  -3.0469
C  0.4782  -1.7654  -3.6122
C  -0.5327  -2.2991  -2.8285
C  -0.3139  -2.5407  -1.4777
C  0.9142  -2.2057  -0.8952
H  4.0356  -2.6486  -2.9087
H  5.6419  -2.5744  -2.1573
H  5.2015  -1.4305  -3.4405
H  4.5798  0.9810  0.9297
H  6.8853  0.7879  -0.4496
H  6.6980  0.2427  -2.1161
H  7.0980  -0.9191  -0.8636
H  2.4613  -0.9635  -3.6609
H  0.3192  -1.6191  -4.6700
H  -1.4811  -2.5496  -3.2781
H  -1.0614  -3.0607  -0.8915
H  1.1667  -2.5448  0.1044
Se  0.9351  1.8028  -2.3040
N  -0.3679  0.7298  -1.7457
C  -1.4781  0.9946  -2.4388
C  -2.7096  0.3310  -2.3098
C  -3.7388  0.7120  -3.1242
C  -3.5883  1.7550  -4.0657
C  -2.4050  2.4175  -4.2242
C  -1.3110  2.0391  -3.4179
N  -0.0925  2.5642  -3.4651
H  -2.8033  -0.4642  -1.5824
H  -4.6897  0.2070  -3.0647
H  -4.4366  2.0271  -4.6715
H  -2.2769  3.2122  -4.9396
C  -4.8768  -2.0896  4.7735
C  -4.1511  -1.5197  3.6180
C  -4.7182  -0.7230  2.6493
C  -3.9210  -0.2250  1.5957
N  -2.6401  -0.5553  1.5014
C  -2.0856  -1.3048  2.4588
S  -0.4479  -1.6674  2.3668
N  -2.8250  -1.7663  3.5069
C  -4.4992  0.6733  0.5726
H  -5.9264  -2.2433  4.5350
H  -4.8364  -1.3893  5.6097
H  -4.4376  -3.0270  5.1104
H  -5.7664  -0.4835  2.6870
H  -2.3431  -2.3209  4.2088
H  -5.1481  1.4100  1.0411
H  -5.1221  0.0940  -0.1086
H  -3.7154  1.1681  0.0056

charge: +2
orbital gap (alpha / beta): 6.23 / 6.33 eV


5.
This record from the OMol25 dataset describes a 2-piece molecular cluster, C28H29NO5S overall. The level of theory is ωB97M-V/def2-TZVPD.

Cartesian coordinates (Å):
C  1.1914  4.7111  -0.3612
C  0.7417  3.2841  -0.1937
O  -0.6905  3.3104  -0.4301
C  -1.2838  2.0955  -0.3877
C  -2.7540  2.2525  -0.3052
O  -3.5538  1.2126  -0.3639
C  -3.3127  0.1633  -1.4133
S  -3.4267  3.8983  -0.8073
C  -5.1975  3.6287  -0.6041
C  -6.0786  3.9979  -1.6249
C  -7.4419  3.7279  -1.4772
C  -7.9095  3.1110  -0.3116
C  -7.0203  2.7752  0.7128
C  -5.6547  3.0341  0.5667
O  -3.0389  4.9403  0.1180
O  -3.2112  4.0286  -2.2361
O  -0.6744  1.0230  -0.3969
H  2.2394  4.8174  -0.0716
H  1.0968  5.0050  -1.4098
H  0.5836  5.3874  0.2512
H  1.2072  2.6133  -0.9268
H  0.9362  2.9122  0.8217
H  -4.1265  -0.5360  -1.2332
H  -3.3842  0.6408  -2.3955
H  -2.3265  -0.2705  -1.2296
H  -5.6918  4.4679  -2.5286
H  -8.1301  4.0145  -2.2706
H  -8.9768  2.9214  -0.1916
H  -7.3787  2.3302  1.6399
H  -4.9489  2.7946  1.3603
C  0.9487  -1.9682  4.1297
C  1.3155  -2.8791  3.0365
N  1.2923  -4.2214  3.2060
C  1.7644  -4.8764  2.0681
C  2.0962  -3.8888  1.1106
C  2.4680  -4.3086  -0.1655
C  2.4767  -5.6753  -0.4574
C  2.0927  -6.6309  0.5002
C  1.7156  -6.2304  1.7880
C  1.8136  -2.5871  1.7412
C  1.9703  -1.3232  1.1731
C  2.9942  -1.0633  0.2283
C  4.1928  -1.8374  0.1614
C  5.1454  -1.5781  -0.8131
C  4.9445  -0.5430  -1.7350
C  5.9669  -0.3142  -2.7975
C  3.7727  0.2298  -1.6787
C  2.8161  -0.0186  -0.7091
H  1.4137  -0.9917  3.9529
H  -0.1352  -1.8098  4.2112
H  1.3056  -2.3726  5.0895
H  0.9890  -4.6854  4.0588
H  2.7409  -3.5710  -0.9167
H  2.7686  -6.0013  -1.4587
H  2.0731  -7.6926  0.2386
H  1.3595  -6.9112  2.5584
H  1.2854  -0.5148  1.4493
H  4.3595  -2.6462  0.8756
H  6.0572  -2.1822  -0.8664
H  5.7485  0.5941  -3.3694
H  6.9693  -0.2233  -2.3591
H  5.9956  -1.1628  -3.4948
H  3.6118  1.0401  -2.3956
H  1.8864  0.5520  -0.6605

ΔE to the lowest compared entry with this formula, charge and spin: 87.1 kcal per mole
orbital gap: 2.26 eV


6.
This record from the OMol25 dataset describes C28H30B2ClF4N7O8Ti as an isolated structure. The level of theory is ωB97M-V/def2-TZVPD.

Cartesian coordinates (Å):
Ti  -0.4379  1.3013  0.2026
C  -3.0915  -2.0750  0.7155
C  -2.1055  -0.9771  0.8218
N  -1.7612  -0.2183  -0.1547
O  -2.2662  -0.4152  -1.3757
B  -1.9265  0.7240  -2.3165
F  -2.0450  1.8914  -1.4858
F  -2.7089  0.6532  -3.3860
O  -0.4805  0.7361  -2.7178
N  0.2880  1.1568  -1.7002
C  1.4412  1.6795  -1.9310
C  1.9701  1.9736  -3.2760
C  2.2098  1.9456  -0.6688
N  1.5605  1.6186  0.3957
O  2.2026  1.6838  1.5736
B  1.2500  1.7346  2.7305
F  0.2730  2.6823  2.3633
F  1.9306  1.9431  3.8585
O  0.4756  0.4240  2.8890
N  -0.4456  0.2278  1.9384
C  -1.3083  -0.7178  2.0721
C  -1.4344  -1.5603  3.2830
C  3.5736  2.5013  -0.6169
H  -3.6146  -2.0342  -0.2342
H  -3.8041  -2.0211  1.5397
H  -2.5766  -3.0376  0.7961
H  1.2493  1.7111  -4.0426
H  2.8994  1.4228  -3.4420
H  2.2030  3.0408  -3.3257
H  -0.8440  -1.1577  4.0995
H  -1.0906  -2.5757  3.0629
H  -2.4830  -1.6331  3.5762
H  3.9648  2.7083  -1.6077
H  4.2219  1.7919  -0.0965
H  3.5459  3.4188  -0.0241
Cl  3.4640  -0.7704  -1.7479
O  4.4009  -0.5715  0.9566
C  4.4074  -1.8680  0.5235
C  4.8187  -2.9346  1.3111
C  4.7744  -4.2253  0.8093
C  4.3190  -4.4706  -0.4804
C  3.9089  -3.4118  -1.2741
C  3.9581  -2.1245  -0.7648
C  1.0858  -2.2644  0.4378
O  1.2331  -3.2865  0.9391
O  0.8857  -1.2265  -0.0527
H  4.8064  -0.5220  1.8314
H  5.1796  -2.7472  2.3164
H  5.1055  -5.0457  1.4315
H  4.2940  -5.4779  -0.8710
H  3.5659  -3.5700  -2.2877
C  -0.7519  12.5052  -0.4938
C  -0.2835  11.0855  -0.6822
C  1.0140  10.7036  -0.3586
C  1.4445  9.3956  -0.5251
C  0.5789  8.4505  -1.0476
N  1.0619  7.1159  -1.2553
C  0.5334  5.9660  -0.8165
O  1.0154  4.8618  -1.0809
N  -0.6069  6.1074  -0.0276
C  -1.2972  5.0621  0.5503
C  -2.2927  5.2789  1.5064
C  -2.9551  4.2133  2.0904
C  -2.6172  2.9188  1.7476
N  -1.6942  2.7289  0.8049
C  -1.0606  3.7441  0.2028
C  -0.7131  8.8105  -1.4030
C  -1.1370  10.1164  -1.2033
H  0.0454  13.1382  -0.1099
H  -1.5855  12.5497  0.2079
H  -1.0949  12.9298  -1.4377
H  1.7036  11.4392  0.0364
H  2.4549  9.1150  -0.2523
H  1.9617  6.9992  -1.6990
H  -0.8792  7.0510  0.2153
H  -2.5362  6.2916  1.8053
H  -3.7166  4.3836  2.8382
H  -3.0572  2.0508  2.2156
H  -0.3382  3.5335  -0.5906
H  -1.3738  8.0931  -1.8773
H  -2.1439  10.3930  -1.4927

ΔE to the lowest compared entry with this formula, charge and spin: 19.8 kcal per mole
charge: +2
orbital gap: 4.98 eV


7.
This record from the OMol25 dataset describes C28H30ClN3O4Pd as an isolated structure. The level of theory is ωB97M-V/def2-TZVPD.

Cartesian coordinates (Å):
Pd  0.2784  0.9010  0.3969
O  1.3731  2.8757  1.6537
C  1.1458  4.0602  1.2922
C  2.1335  5.1013  1.4374
C  1.8907  6.4061  1.0952
C  0.6490  6.8131  0.5746
C  -0.3161  5.8423  0.3993
C  -0.1076  4.4945  0.7147
C  -1.2300  3.6031  0.4941
N  -1.2136  2.3283  0.5690
N  -2.4654  1.6710  0.4393
C  -2.3138  0.4411  0.8476
O  -1.2424  -0.1013  1.3173
C  -3.4963  -0.4754  0.7227
C  -3.2548  -1.8408  0.6054
C  -4.3115  -2.7241  0.4226
C  -5.6167  -2.2520  0.3724
C  -5.8600  -0.8882  0.4964
C  -4.8037  -0.0032  0.6616
H  3.0927  4.7979  1.8430
H  2.6783  7.1424  1.2300
H  0.4611  7.8454  0.3089
H  -1.2851  6.1179  -0.0109
H  -2.1976  4.0617  0.2773
H  -2.2283  -2.1855  0.6293
H  -4.1067  -3.7818  0.3062
H  -6.4410  -2.9421  0.2314
H  -6.8758  -0.5111  0.4540
H  -4.9697  1.0641  0.7325
C  1.0478  -5.3211  -1.8767
C  0.5979  -3.8812  -1.8077
C  -0.3988  -3.4206  -2.6539
C  -0.7630  -2.0714  -2.5852
C  -1.8559  -1.5284  -3.4721
C  -0.1589  -1.2288  -1.6786
C  0.8150  -1.6695  -0.7383
C  1.1953  -3.0313  -0.8834
N  1.2997  -0.8077  0.2037
C  2.0481  -1.2913  1.3893
C  1.3038  -2.4178  2.1396
C  3.4928  -1.7052  1.0501
C  2.1492  -0.1384  2.3966
H  0.5286  -5.8529  -2.6769
H  0.8496  -5.8490  -0.9393
H  2.1225  -5.3925  -2.0656
H  -0.8750  -4.0880  -3.3665
H  -2.0834  -2.2214  -4.2855
H  -1.5720  -0.5671  -3.9039
H  -2.7741  -1.3667  -2.8998
H  -0.4466  -0.1868  -1.6851
H  1.9743  -3.4481  -0.2698
H  1.3464  -3.3870  1.6468
H  0.2542  -2.1346  2.2487
H  1.7378  -2.5339  3.1385
H  3.5455  -2.5880  0.4171
H  4.0482  -1.9190  1.9703
H  4.0045  -0.8961  0.5261
H  1.1655  0.1707  2.7497
H  2.6349  0.7448  1.9848
H  2.7281  -0.4761  3.2626
Cl  5.0087  1.5781  -1.3249
C  3.3263  1.6700  -0.6565
C  2.2650  2.0105  -1.6925
O  2.5644  2.4853  -2.7811
O  1.0589  1.7648  -1.3072
H  3.3259  2.4261  0.1221
H  3.1225  0.7079  -0.2095

ΔE to the lowest compared entry with this formula, charge and spin: 3.7 kcal per mole
charge: -2
orbital gap: 5.99 eV


no.,DFT total energy (eV)
1,-46263.201
2,-184129.253
3,-52524.223
4,-132234.840
5,-52064.802
6,-104188.669
7,-58187.321